No. 1
{
  "formula": "C38H58BBr18F18NO6P",
  "method": "wB97M-V/def2-TZVPD",
  "species": ["F", "H", "C", "F", "C", "F", "N", "C", "O", "H", "H", "C", "H", "H", "H", "H", "H", "H", "H", "H", "Br", "H", "H", "H", "H", "Br", "H", "F", "H", "H", "O", "C", "P", "Br", "H", "H", "H", "F", "C", "O", "Br", "C", "F", "H", "C", "H", "Br", "F", "Br", "C", "C", "O", "C", "C", "H", "Br", "C", "H", "H", "H", "F", "H", "C", "Br", "Br", "F", "C", "H", "C", "H", "C", "C", "H", "F", "C", "C", "C", "H", "H", "H", "F", "C", "C", "F", "Br", "C", "H", "H", "H", "Br", "C", "H", "H", "C", "C", "C", "H", "H", "C", "H", "C", "H", "H", "H", "F", "B", "H", "O", "F", "C", "Br", "F", "F", "H", "H", "H", "C", "F", "C", "H", "C", "H", "F", "H", "H", "Br", "C", "O", "C", "H", "Br", "Br", "Br", "C", "H", "H", "C", "Br", "H", "H", "Br"],
  "xyz": [[1.184, -5.285, -0.090], [-1.802, -6.606, 1.120], [2.150, -1.915, -3.895], [-0.543, -3.395, 0.851], [-11.257, -3.751, 6.939], [-1.199, -4.860, -2.929], [-4.893, -4.353, 4.284], [-6.751, 3.709, 3.409], [-1.949, -0.526, 1.063], [8.344, 7.443, -2.676], [9.788, 8.469, -2.510], [-5.551, -1.437, -0.573], [-10.565, -2.408, 5.362], [-6.280, 5.649, 2.607], [-0.683, -10.137, 0.710], [4.622, 3.749, -3.400], [-5.505, 0.864, 1.811], [-1.703, 1.503, 1.830], [14.209, 10.484, -4.582], [-4.906, -1.375, 5.135], [13.200, 7.678, -1.717], [-3.066, -2.698, 2.129], [-7.577, -5.312, 0.200], [6.069, 2.962, -4.071], [15.111, 5.997, -0.228], [15.260, 4.681, -2.344], [-1.434, -11.509, -0.137], [1.094, -5.154, -2.912], [-5.009, -2.351, -2.591], [8.567, 7.759, -5.263], [-4.172, -1.599, -0.141], [9.237, 7.812, -3.185], [-3.577, -0.196, 0.644], [-13.019, -2.914, 6.920], [-6.565, 4.421, 1.352], [-7.773, 4.017, 3.637], [14.269, 12.768, -5.434], [-2.435, -4.184, -0.424], [-0.271, -10.160, -1.402], [-1.629, -3.230, 3.562], [-4.224, 4.338, 2.214], [-0.467, 4.486, -1.633], [2.328, -1.823, -5.339], [-1.375, 2.558, -1.337], [-5.787, -2.544, -1.755], [-3.399, -1.008, 4.133], [10.369, 9.486, -5.217], [3.965, -0.784, -2.690], [0.346, 2.670, 0.431], [-1.193, -4.541, 0.222], [8.871, 8.469, -4.493], [-3.111, -3.283, 5.320], [-0.095, -5.173, -0.768], [5.712, 3.762, -3.420], [-6.331, -1.675, 0.235], [-9.725, -4.051, 0.034], [14.420, 5.294, -0.696], [-6.169, 3.686, 4.331], [-0.215, -9.097, -1.643], [12.761, 11.271, -3.911], [1.858, 0.012, -2.227], [6.135, 5.249, -4.917], [-1.606, -5.515, 1.461], [-6.902, 1.868, 2.786], [13.499, 14.096, -3.500], [-0.881, -2.133, -1.713], [6.287, 5.090, -3.848], [0.736, -10.544, -1.232], [14.423, 12.614, -4.365], [-5.355, -1.983, 2.134], [2.892, 0.663, -4.348], [13.852, 11.285, -3.932], [-7.768, -5.962, 2.727], [3.032, -2.995, -3.495], [-6.152, 4.597, 2.346], [-1.027, 3.405, -0.742], [-8.266, -5.107, 2.262], [-9.185, -4.885, 2.810], [-10.749, -3.322, 7.805], [-4.039, 0.867, 2.964], [0.208, -3.133, -4.748], [-4.379, -1.638, 4.139], [-2.870, -3.581, 2.865], [1.682, 0.961, -5.069], [14.463, 10.800, -2.146], [-1.160, -10.456, -0.219], [7.348, 5.197, -3.616], [8.075, 9.201, -4.346], [0.500, 4.229, -2.069], [-2.821, -9.442, -0.310], [0.258, -2.887, -2.199], [-0.874, -2.744, 5.479], [-11.413, -4.817, 7.107], [-2.969, -5.037, 2.199], [-1.456, 0.394, 2.083], [-5.225, -1.105, 2.864], [15.484, 12.723, -4.135], [-6.284, -0.835, 3.248], [-8.492, -5.358, 0.792], [-6.867, -2.544, -2.146], [-10.494, -3.451, 5.673], [-1.169, 4.728, -2.433], [0.302, -0.617, 3.109], [-5.565, -3.567, -1.284], [-0.489, -6.555, -1.023], [-1.684, -3.488, 5.031], [-0.748, -5.557, 2.223], [-7.295, -3.706, 5.005], [-1.141, -4.879, 5.133], [13.057, 5.886, -0.964], [-7.058, -3.602, 2.545], [3.164, 1.860, -3.570], [1.305, -2.643, -1.234], [12.459, 5.295, -1.659], [14.336, 4.403, -0.071], [0.554, -0.342, 1.261], [-4.600, 0.223, 2.187], [-0.248, -1.075, -3.845], [2.660, -0.517, -3.279], [-9.442, -3.721, 5.785], [0.592, -2.245, -3.662], [-8.973, -6.325, 0.636], [4.029, 0.492, -5.191], [12.504, 6.013, -0.032], [-3.882, -5.072, 1.491], [-0.899, -11.075, -3.005], [0.008, -4.475, -2.217], [-3.560, 1.027, -0.334], [0.127, 0.111, 2.237], [0.697, 1.094, 2.421], [-0.221, 6.155, -0.653], [-11.140, -4.533, 4.185], [6.320, 3.272, -1.634], [-3.899, -3.195, 4.080], [-1.841, 3.750, -0.102], [-3.189, -5.839, 3.016], [-6.085, -4.004, 4.713], [10.345, 6.234, -3.472], [-1.934, 0.199, 3.115], [-5.795, -0.390, -1.000], [5.363, 6.573, -2.980]],
  "molar_mass_g_mol": 2446.91,
  "largest_force_ev_per_a": 7.5,
  "charge": -1,
  "homo_lumo_gap_ev": 7.24
}

No. 2
{
  "formula": "C38H58BrGeN7O2V",
  "method": "wB97M-V/def2-TZVPD",
  "species": ["H", "H", "H", "H", "C", "C", "H", "C", "C", "H", "H", "H", "H", "N", "C", "H", "H", "Ge", "O", "C", "H", "C", "C", "H", "C", "C", "C", "C", "C", "C", "H", "C", "H", "H", "N", "H", "H", "C", "C", "H", "H", "H", "V", "H", "C", "N", "H", "H", "H", "H", "H", "H", "C", "H", "H", "C", "C", "C", "N", "H", "H", "H", "N", "Br", "H", "C", "H", "H", "C", "H", "H", "H", "H", "C", "H", "H", "C", "H", "C", "C", "H", "H", "H", "C", "N", "O", "H", "C", "H", "C", "H", "H", "C", "C", "N", "H", "H", "H", "C", "H", "C", "H", "C", "C", "H", "C", "H", "H"],
  "xyz": [[-6.204, -3.010, 0.985], [-2.234, 9.064, -0.322], [0.999, -2.897, -3.381], [-2.700, -3.331, 2.683], [-0.460, -0.915, -0.247], [-4.193, -2.349, 1.464], [-2.870, -2.211, -3.257], [-1.995, -2.844, -3.194], [-4.044, 3.450, -0.758], [-3.628, 4.427, -0.452], [5.563, 1.748, -1.238], [3.842, -4.935, 3.399], [1.846, -5.632, 4.641], [2.926, -3.510, 2.285], [-2.846, 2.519, -0.748], [0.774, -3.512, 5.087], [-0.826, 2.362, -1.515], [-0.667, 4.567, -0.407], [3.514, 1.147, -0.056], [3.122, -0.468, -4.703], [-1.592, 7.348, 1.835], [4.766, -2.062, -3.876], [-1.879, 6.619, 1.085], [5.567, -2.750, -4.058], [5.607, 2.757, 2.339], [0.465, -3.050, -2.478], [1.635, -5.013, 3.773], [-3.580, -3.627, 2.058], [4.833, -1.239, -6.212], [0.501, -4.100, 4.248], [1.886, 0.275, -3.135], [-1.549, 7.099, -0.370], [0.172, -3.415, 3.478], [-2.942, 6.309, 1.294], [3.203, -4.026, 1.053], [-0.120, 5.613, 1.899], [-1.865, 3.557, -2.408], [5.532, 2.144, -0.258], [-1.297, -1.736, -1.032], [7.293, 4.085, 1.913], [0.966, -5.251, 1.784], [3.709, 1.655, 2.405], [2.598, -0.395, -0.483], [-1.722, -3.043, -4.233], [-5.297, -2.683, 0.470], [2.785, -1.910, 0.824], [-2.278, -3.812, -2.762], [-0.507, 7.347, -0.472], [-6.016, 3.670, 0.047], [-4.421, 3.640, -1.760], [-0.382, -4.712, 4.544], [0.226, -4.103, -2.495], [4.252, -1.950, -2.595], [-1.614, -0.407, -3.456], [-4.895, 3.055, 1.241], [-5.151, 3.010, 0.202], [4.193, -1.293, -4.927], [6.536, 3.366, 1.545], [4.583, 1.708, 0.550], [3.237, -3.576, 4.329], [0.522, -6.524, 2.831], [-5.450, -2.028, 3.233], [3.287, -1.028, -2.320], [0.314, 0.694, 2.004], [-2.618, 2.342, 0.320], [-0.656, -0.807, -3.197], [5.633, 2.955, 3.396], [-5.145, -0.609, 2.272], [-2.410, 8.197, -0.932], [-3.089, -4.231, 1.279], [-5.452, 1.977, -0.012], [-3.938, -1.273, 3.349], [-3.147, -2.812, -0.917], [4.573, 2.027, 1.850], [1.189, -2.859, -1.674], [-3.017, 1.517, -1.165], [2.990, -4.292, 3.547], [-0.133, -0.048, -2.585], [6.542, 2.967, 0.220], [-0.897, -0.439, 1.076], [2.215, -6.368, 2.340], [4.581, -2.482, -1.768], [-5.581, -1.832, -0.087], [-1.032, 5.369, 1.399], [5.355, -0.942, -7.185], [0.748, -0.634, -0.698], [2.687, 0.132, -5.478], [-4.713, -1.511, 2.659], [7.300, 3.248, -0.472], [-2.509, -2.104, -0.419], [2.346, -1.611, 2.912], [-4.375, -4.203, 2.566], [-0.845, -2.138, -2.466], [2.677, -2.240, 2.132], [3.058, -3.101, 0.223], [-5.059, -3.507, -0.205], [0.732, 4.945, -1.005], [-2.135, 8.437, -1.944], [-1.597, 3.170, -1.402], [-1.621, 6.113, -1.005], [1.332, -5.845, 2.592], [-1.516, 4.588, 2.014], [-2.143, -0.686, 1.580], [2.685, -0.385, -3.369], [-0.124, -0.969, -4.090], [-2.938, -1.649, 0.843], [-3.504, 8.001, -0.897], [-2.479, -0.294, 2.488]],
  "molar_mass_g_mol": 848.39,
  "largest_force_ev_per_a": 3.1,
  "charge": 4,
  "homo_lumo_gap_ev": [4.97, 4.93],
  "multiplicity": 2
}

No. 3
{
  "formula": "C38H59INO2SSbSr",
  "method": "wB97M-V/def2-TZVPD",
  "species": ["C", "C", "C", "C", "S", "H", "H", "C", "C", "H", "H", "H", "C", "H", "C", "H", "H", "C", "C", "Sb", "C", "O", "H", "H", "H", "H", "H", "C", "H", "H", "H", "H", "H", "H", "C", "H", "C", "H", "N", "C", "C", "C", "H", "C", "H", "H", "H", "C", "H", "H", "H", "C", "C", "C", "I", "H", "H", "C", "H", "H", "H", "H", "C", "C", "C", "H", "C", "H", "C", "H", "C", "Sr", "H", "H", "H", "H", "H", "H", "H", "C", "C", "H", "H", "H", "H", "C", "H", "H", "C", "H", "C", "H", "H", "H", "C", "H", "H", "H", "C", "C", "O", "C", "H", "H"],
  "xyz": [[-1.870, -3.113, 4.537], [-3.313, 5.346, -0.253], [1.853, -0.954, -3.707], [-1.506, 2.002, -0.042], [-1.465, -1.594, 3.687], [-1.766, 2.438, -3.446], [0.176, -2.748, -1.113], [-4.174, -1.257, -0.272], [-1.693, -1.375, 6.324], [-3.200, 4.972, 3.106], [3.078, -2.756, -3.550], [4.152, 1.626, -4.182], [-6.129, -1.069, 1.086], [5.997, -1.629, -1.155], [1.782, 2.633, -3.149], [5.095, 1.676, -2.699], [1.506, -2.901, -2.745], [2.948, 1.996, -2.382], [-0.736, -0.955, 5.201], [2.238, 0.011, -1.781], [2.026, -2.469, -3.600], [-0.345, -1.927, 2.707], [-2.880, 4.533, -2.768], [-3.498, -2.481, 5.794], [2.534, -2.571, -0.208], [-4.638, -3.201, -2.042], [-5.266, -3.320, 2.134], [-2.499, 3.839, -2.026], [5.690, 0.026, -1.671], [2.426, -1.040, -5.772], [-3.992, 6.567, 1.358], [2.817, 2.258, 1.458], [-5.672, -0.327, 1.766], [-2.558, -3.701, 3.933], [-3.575, -3.099, -1.842], [2.644, 3.262, 2.890], [-2.427, 3.603, 1.666], [-6.888, -1.620, 1.645], [-5.146, -1.980, 0.539], [-2.179, 3.218, 0.319], [-2.668, -3.931, -2.481], [5.262, -0.975, -1.647], [-0.586, -4.435, -2.695], [-3.498, 5.650, 1.063], [-4.742, -0.709, -1.030], [3.206, -0.415, 1.091], [4.240, -2.936, 0.059], [-3.129, -2.134, -0.933], [-1.131, -1.516, 7.244], [0.089, -1.091, -4.945], [-0.905, -3.621, 4.595], [3.413, 0.869, 3.969], [-2.431, -2.674, 5.887], [2.192, 2.437, 2.338], [-1.806, 2.320, 3.219], [5.155, -1.322, -2.678], [0.241, -1.441, 5.238], [3.946, -1.017, -0.878], [-3.667, -0.482, 0.342], [-3.013, -4.679, -3.186], [-0.586, 0.118, 5.116], [-2.316, -3.477, 6.612], [2.189, 1.181, 3.154], [-3.048, 4.750, 2.059], [-1.310, -3.791, -2.207], [-0.923, 0.877, -1.759], [-2.667, 4.145, -0.649], [1.605, -2.929, -4.503], [4.128, -0.375, 0.502], [3.976, 2.452, -0.498], [0.375, -0.643, -3.984], [-0.922, -0.298, 1.219], [4.448, 0.667, 0.440], [0.842, 2.583, -2.595], [-4.014, -2.070, 2.325], [4.316, 1.033, 3.377], [3.552, -3.070, -1.557], [-2.416, -0.584, 6.514], [-3.664, 6.022, -1.026], [3.130, 2.801, -1.095], [-1.883, 2.681, -2.393], [-6.625, -0.524, 0.282], [-3.767, -3.420, 1.183], [3.325, 3.851, -1.353], [2.537, 0.583, -5.111], [-0.898, -2.820, -1.302], [3.455, 1.560, 4.816], [2.227, 2.780, -0.480], [3.534, -2.476, -0.645], [1.185, 2.690, 2.011], [-4.515, -2.740, 1.592], [3.774, -0.615, -4.714], [0.180, 0.430, -4.052], [-0.286, -1.055, -3.219], [-1.396, 1.792, -1.399], [2.003, 3.694, -3.322], [3.379, -0.154, 4.332], [4.898, -0.925, 1.060], [-1.771, -1.945, -0.625], [4.230, 2.099, -3.207], [1.231, 0.428, 3.165], [2.704, -0.466, -4.878], [4.445, 3.164, -3.377], [1.620, 2.174, -4.124]],
  "molar_mass_g_mol": 930.25,
  "largest_force_ev_per_a": 2.8,
  "homo_lumo_gap_ev": 6.91,
  "de_lowest_ev": 0.000
}